The following is a DFT calculation (ωB97M-V/def2-TZVPD) of 5 unconnected molecules or ions with the total composition C39H37INO13S.

```
92
Properties=species:S:1:pos:R:3:forces:R:3
C 4.907092 -1.216170 -0.998792 -0.254 0.985 0.451
C 3.704793 -0.502484 -0.331879 -0.004 -0.081 -0.192
C 2.336747 -0.850035 -0.994293 0.536 0.024 -0.504
C 1.591174 0.419187 -1.442133 1.368 0.164 1.327
O 0.163720 0.355250 -1.127520 0.042 0.236 -0.543
C -0.623933 0.952985 -2.011919 -0.380 -0.641 -0.241
C -0.580408 2.338404 -2.194439 0.810 0.566 1.528
S 0.517394 3.429515 -1.305529 0.069 0.355 -0.365
N -1.400755 2.943788 -3.049429 -0.522 0.118 -0.510
C -2.307744 2.284027 -3.770215 -0.224 -0.191 -0.441
C -2.395613 0.920098 -3.647946 -0.499 -1.051 -0.248
I -3.845016 0.010737 -4.894053 0.329 0.436 0.149
C -1.564813 0.206501 -2.762101 -0.845 0.484 -0.334
C -1.633449 -1.306445 -2.591412 1.481 -1.374 0.524
O -0.628097 -1.874176 -2.247014 -0.608 0.562 -0.426
O -2.757806 -2.031201 -2.846634 0.208 1.208 0.425
C -3.583329 -2.248750 -1.681038 -1.313 -0.617 0.085
C -4.753711 -1.248286 -1.671898 0.150 -0.149 0.050
O -5.353215 -1.249869 -0.374449 -0.145 0.576 -0.182
C -6.740197 -1.152330 -0.457226 -1.077 -0.896 -0.292
O -7.397023 -2.159934 -0.484208 0.679 0.563 0.118
C -7.424039 0.203186 -0.532809 -0.237 0.715 0.662
C -8.854796 0.141828 0.052748 0.051 -0.018 -0.213
H 5.181087 -0.615161 -1.877915 -0.039 -0.538 -0.041
H 5.759830 -1.111681 -0.322122 -0.094 -0.413 -0.233
H 4.714297 -2.258197 -1.270428 0.074 0.173 0.126
H 3.906592 0.576971 -0.417310 -0.148 -0.244 0.067
H 3.654157 -0.686744 0.747966 0.041 -0.129 -0.285
H 2.582510 -1.452484 -1.880965 -0.418 -0.013 0.224
H 1.734360 -1.467988 -0.321108 -0.086 0.261 -0.205
H 2.011006 1.228792 -0.835117 -0.327 -0.106 -0.136
H 1.804122 0.689343 -2.485628 -0.570 -0.313 0.044
H 0.232501 3.193715 -0.001268 -0.260 -0.495 -0.456
H -1.360039 3.953233 -3.168770 0.183 -0.050 0.321
H -2.964813 2.832750 -4.437425 0.296 0.105 0.151
H -4.032557 -3.240445 -1.814532 0.352 0.146 0.024
H -3.029648 -2.287338 -0.734987 0.145 0.361 -0.320
H -5.513497 -1.584348 -2.391824 0.372 0.276 -0.134
H -4.397333 -0.239699 -1.939928 -0.180 -0.171 0.142
H -6.878243 0.989570 0.008545 0.241 -0.407 -0.162
H -7.520442 0.561961 -1.569141 0.389 -0.395 0.088
H -9.248492 1.155376 0.195189 0.173 -0.171 -0.059
H -8.870021 -0.367055 1.022768 -0.011 0.052 -0.266
H -9.526757 -0.373052 -0.641698 0.140 -0.049 0.291
C -6.470561 -2.499048 -6.416610 -0.007 0.025 -0.034
C -6.863003 -3.072258 -7.550800 0.140 0.026 0.045
C -8.299372 -3.132744 -7.924594 -0.089 -0.050 -0.065
O -8.656929 -3.655269 -8.954606 0.033 0.009 -0.002
C -9.275687 -2.528369 -6.984802 -0.023 0.062 0.099
C -8.879788 -1.955562 -5.850739 -0.060 -0.008 -0.033
C -7.447839 -1.895385 -5.479644 -0.082 -0.024 0.060
O -7.088055 -1.368934 -4.442684 0.139 0.041 -0.053
H -5.427489 -2.447847 -6.126605 -0.005 -0.058 0.032
H -6.164309 -3.517815 -8.247509 -0.041 -0.016 -0.027
H -10.317458 -2.581373 -7.273691 0.013 -0.026 -0.036
H -9.577311 -1.510469 -5.152793 0.034 0.001 0.029
C 10.592721 -2.197710 -0.441431 -0.091 -0.016 -0.076
C 9.429099 -1.702663 -0.855096 0.059 -0.061 -0.015
C 8.841530 -0.494488 -0.229030 -0.036 0.044 -0.024
O 7.778119 -0.044270 -0.605705 0.163 0.056 0.014
C 9.599260 0.142850 0.874156 0.060 0.004 0.066
C 10.762971 -0.350994 1.288831 -0.085 0.084 0.016
C 11.352259 -1.560537 0.662812 0.088 -0.036 0.026
O 12.411900 -2.009771 1.037941 -0.012 0.004 0.000
H 11.037734 -3.079111 -0.885174 0.038 0.006 0.031
H 8.861244 -2.153174 -1.659311 -0.029 0.032 0.005
H 9.153600 1.024270 1.317413 -0.031 -0.003 -0.029
H 11.330266 0.100003 2.092958 0.037 -0.035 -0.009
C -0.082103 0.483516 2.907192 -0.053 0.002 0.032
C -0.671859 0.139300 4.048706 -0.071 0.029 -0.123
C 0.123836 -0.127815 5.274057 0.029 -0.043 0.082
O -0.411643 -0.442459 6.313036 -0.024 0.037 -0.019
C 1.597582 0.005442 5.174785 0.053 -0.012 0.011
C 2.185379 0.350320 4.031991 0.047 -0.001 0.015
C 1.391562 0.616678 2.811133 0.045 -0.026 0.025
O 1.927633 0.933351 1.765898 -0.137 0.137 -0.027
H -0.643615 0.681184 2.001951 0.033 -0.023 -0.029
H -1.746047 0.037729 4.139229 0.007 -0.016 0.049
H 2.163101 -0.191925 6.076680 0.021 0.010 -0.013
H 3.259856 0.451617 3.942785 -0.003 0.013 0.003
C 2.868865 2.353387 8.170999 -0.056 0.018 0.025
C 2.576203 3.506222 8.767199 -0.041 -0.106 -0.020
C 3.402805 4.718659 8.545192 -0.008 0.077 0.060
O 3.138641 5.767865 9.088068 -0.009 -0.006 -0.022
C 4.566368 4.595370 7.632132 0.068 -0.050 -0.079
C 4.857955 3.441977 7.036495 0.026 0.079 0.000
C 4.031550 2.231918 7.258808 0.022 -0.036 0.026
O 4.296258 1.179546 6.712886 -0.059 0.000 -0.068
H 2.278064 1.458094 8.321434 0.023 -0.016 -0.002
H 1.731537 3.614608 9.435553 0.017 0.042 0.011
H 5.156934 5.490150 7.482205 -0.025 0.021 0.037
H 5.702639 3.332591 6.368182 -0.006 -0.045 0.004
```
Forces are in eV/Å.

Values from the calculation:
Total charge: +1
Highest occupied orbital energy in eV: -11.6

=====

The following is a DFT calculation (ωB97M-V/def2-TZVPD) of a molecular structure, C39H37N2P2PdSSi.

```
83
Properties=species:S:1:pos:R:3:forces:R:3
Pd -0.799061 -1.050589 -0.984388 -0.570 0.220 -0.546
C 2.785715 -2.849483 -1.332962 -0.398 -0.024 -0.206
Si 1.491548 -1.465203 -1.097923 0.033 0.366 0.349
C 2.058628 -0.722631 0.594728 0.055 -0.124 -0.084
C 3.271709 -0.049993 0.742268 0.006 -0.002 0.016
C 3.618378 0.592910 1.922179 0.019 0.006 -0.033
C 2.746987 0.555648 2.998132 -0.028 0.010 0.046
C 1.561630 -0.160722 2.900868 0.023 0.014 -0.046
C 1.205462 -0.802677 1.714106 0.128 -0.047 0.024
P -0.290407 -1.898985 1.611366 -0.066 0.005 0.516
C -1.730468 -0.757373 1.783691 0.144 0.011 0.323
C -2.997052 -1.334757 1.847907 0.061 0.013 -0.110
C -4.121109 -0.555032 2.058504 -0.034 -0.008 -0.051
C -3.995515 0.818258 2.216002 -0.008 0.028 0.007
C -2.736718 1.401719 2.182852 -0.038 0.023 0.017
C -1.611884 0.615893 1.977768 0.061 -0.092 -0.037
C -0.305558 -2.493151 3.394217 -0.019 0.009 -0.047
C -0.955590 -1.868160 4.460122 0.016 -0.050 -0.034
C -0.921664 -2.414073 5.735894 0.007 -0.004 0.015
C -0.246423 -3.603969 5.971841 -0.028 0.016 0.025
C 0.387977 -4.248124 4.919921 0.020 -0.014 -0.002
C 0.349654 -3.697846 3.646254 0.067 0.041 -0.003
C 1.932822 -0.165573 -2.447839 0.046 -0.089 0.050
C 2.853519 -0.398502 -3.471677 0.071 0.010 0.053
C 2.979075 0.462091 -4.555647 -0.001 0.040 -0.045
C 2.182064 1.593157 -4.638624 -0.010 0.009 0.007
C 1.265527 1.858754 -3.627985 0.016 -0.036 0.021
C 1.133901 0.988824 -2.551712 0.061 0.177 -0.046
P -0.031736 1.323925 -1.166699 0.005 -0.118 -0.359
C -1.269133 2.451592 -1.936648 -0.068 -0.016 0.013
C -1.157913 3.841125 -1.989536 0.031 -0.046 -0.047
C -2.156209 4.607288 -2.576016 0.034 0.029 0.006
C -3.275258 3.997328 -3.124228 0.001 0.015 -0.011
C -3.389576 2.614938 -3.087026 -0.014 0.038 -0.013
C -2.398677 1.849316 -2.490669 0.013 0.008 0.024
C 0.972642 2.561735 -0.233563 -0.037 -0.097 0.255
C 0.363469 3.264631 0.810229 -0.043 -0.008 -0.031
C 1.074782 4.171923 1.577798 -0.013 0.004 0.030
C 2.416915 4.406373 1.311384 0.028 -0.009 -0.035
C 3.033261 3.721718 0.275908 0.012 0.033 0.046
C 2.323205 2.798678 -0.480084 -0.083 0.011 -0.055
H 3.793881 -2.425108 -1.341043 0.011 0.000 0.031
H 2.625421 -3.390664 -2.269579 0.049 -0.028 0.020
H 2.725212 -3.564416 -0.509923 -0.009 -0.005 0.013
H 3.954645 -0.010885 -0.102538 -0.007 0.033 -0.007
H 4.554329 1.135342 1.998766 -0.003 0.000 -0.014
H 2.990753 1.074224 3.918226 -0.002 -0.018 0.007
H 0.913185 -0.212920 3.765635 -0.029 -0.028 0.021
H -3.100625 -2.405952 1.718947 -0.035 -0.002 -0.053
H -5.101044 -1.015733 2.070230 0.006 -0.010 0.027
H -4.876613 1.430884 2.363471 0.006 0.004 0.004
H -2.634870 2.472069 2.325255 0.015 -0.006 -0.020
H -0.624188 1.058713 1.976144 -0.014 0.050 -0.037
H -1.499266 -0.946083 4.292561 0.007 0.016 0.000
H -1.424442 -1.906311 6.550939 -0.011 -0.006 -0.009
H -0.224850 -4.030480 6.967474 0.002 -0.002 -0.005
H 0.903972 -5.185257 5.092850 0.013 0.009 -0.024
H 0.839863 -4.206432 2.822245 -0.005 -0.022 0.008
H 3.482617 -1.281376 -3.427772 -0.010 0.001 -0.011
H 3.692951 0.247827 -5.343297 0.006 -0.021 0.015
H 2.267372 2.265404 -5.484171 -0.003 -0.006 -0.002
H 0.641612 2.742747 -3.688961 0.005 0.003 -0.008
H -0.285866 4.331614 -1.576548 0.001 0.012 0.023
H -2.055744 5.685892 -2.605571 0.000 -0.002 0.004
H -4.054317 4.601092 -3.574249 -0.005 -0.016 -0.008
H -4.260099 2.127545 -3.508643 0.009 -0.014 0.006
H -2.505625 0.770949 -2.435931 -0.017 -0.024 0.007
H -0.693144 3.118776 1.005015 0.011 -0.037 0.012
H 0.582680 4.694078 2.389515 -0.020 0.014 -0.022
H 2.976473 5.116794 1.907459 0.000 -0.001 0.001
H 4.079256 3.899761 0.056406 0.004 -0.024 0.004
H 2.827101 2.261722 -1.272307 0.001 -0.005 -0.019
C -1.645657 -4.016814 -3.908765 -0.153 0.066 0.041
N -1.045057 -2.938266 -3.125445 0.040 -0.424 -0.083
C -1.651005 -2.723311 -1.835363 0.472 -0.039 -0.228
N -1.635627 -3.932462 -1.093198 -0.123 -0.289 -0.077
S -3.078167 -1.716431 -1.732201 0.149 0.281 0.285
H -1.219537 -3.997382 -4.912210 0.002 0.002 -0.018
H -2.739730 -3.931162 -3.980246 0.014 0.000 -0.025
H -1.415411 -4.981065 -3.457921 -0.004 0.003 -0.023
H -1.100047 -2.070899 -3.639665 0.036 0.051 0.049
H -0.710088 -4.344134 -1.126132 0.080 0.116 0.091
H -1.889213 -3.762848 -0.130186 0.011 0.019 0.020
```
Forces are in eV/Å.

Values from the calculation:
Total charge: -1
Highest occupied orbital energy in eV: -3.1
Energy relative to the best compared isomer or geometry (same formula, charge and spin) in kJ/mol: 52.5

=====

Values for frontier orbital gap, eV, ordered as above
6.8, 5.7
Values for max |F|, eV Å⁻¹, ordered as above
2.09, 0.82
Values for DFT total energy, a.u., ordered as above
-3236.6386, -3116.2510